# 1
The following is a quantum chemistry calculation of one molecule with the formula C2H6N2O2, from OMol25.

Results
- SMILES = CNC(=O)NO
- LUMO (eV) = 0.60
- ΔE to the lowest compared entry with this formula, charge and spin (kJ/mol) = 484.8
- electronic energy (Eh) = -339.64800
- gap between HOMO and LUMO (eV) = 10.145

Geometry (Å):
1 C 0.37704 -0.70823 1.82194
2 N 0.20618 -0.43537 0.24960
3 C -0.88687 0.13317 -0.35243
4 O -2.00262 0.07787 -0.10425
5 N -0.57495 1.02310 -1.52778
6 O 0.61042 0.45270 -2.17197
7 H -0.00674 -1.89264 2.08926
8 H 1.61610 -0.47437 2.18249
9 H -0.46243 -0.18282 2.43022
10 H 0.95139 -0.50758 -0.31952
11 H -1.20729 1.21109 -2.33313
12 H 1.37977 1.30308 -1.96443

=====

# 2
The following is a quantum chemistry calculation of one molecule with the formula C2H6N2O2, from OMol25.

Results
- SMILES = C/N=[N+](\[O-])CO
- LUMO (eV) = 0.75
- ΔE to the lowest compared entry with this formula, charge and spin (kJ/mol) = 355.0
- electronic energy (Eh) = -339.69744
- gap between HOMO and LUMO (eV) = 10.650

Geometry (Å):
1 C 2.01318 -0.05926 0.29848
2 N 0.70815 -0.44320 -0.14560
3 N -0.21664 0.38981 -0.00927
4 O -0.14739 1.50783 0.51083
5 C -1.51351 -0.04876 -0.61206
6 O -2.51556 -0.33422 0.30031
7 H 2.63602 -0.94964 0.28742
8 H 2.42574 0.68380 -0.39005
9 H 1.98548 0.38999 1.29306
10 H -1.88339 0.79305 -1.20501
11 H -1.26756 -0.91007 -1.24554
12 H -2.22452 -1.01932 0.91744

=====

# 3
The following is a quantum chemistry calculation of one molecule with the formula C2H6N2O2, from OMol25.

Results
- SMILES = NNC(=O)CO
- LUMO (eV) = 0.36
- ΔE to the lowest compared entry with this formula, charge and spin (kJ/mol) = 385.0
- electronic energy (Eh) = -339.68603
- gap between HOMO and LUMO (eV) = 9.947

Geometry (Å):
1 N -2.06440 -0.40415 -0.09063
2 N -0.66885 -0.41851 -0.31703
3 C -0.12560 0.83557 -0.28192
4 O -0.74762 1.83031 -0.21475
5 C 1.40971 0.66371 0.08665
6 O 1.90196 -0.60458 -0.15324
7 H -2.35787 -1.58614 -0.26560
8 H -2.24655 -0.23118 1.03566
9 H -0.24527 -1.21897 0.47971
10 H 1.57230 0.74347 1.19707
11 H 1.99075 1.40917 -0.45154
12 H 1.58144 -1.01870 -1.02438

=====

# 4
The following is a quantum chemistry calculation of one molecule with the formula C2H6N2O2, from OMol25.

Results
- SMILES = N[C@H]1[C@H](O)[N@H+]1[O-]
- LUMO (eV) = 0.50
- ΔE to the lowest compared entry with this formula, charge and spin (kJ/mol) = 498.6
- electronic energy (Eh) = -339.64275
- gap between HOMO and LUMO (eV) = 8.469

Geometry (Å):
1 N -0.87174 -1.54453 0.21667
2 C -0.15694 -0.40458 0.62003
3 C 0.83558 0.20093 -0.28774
4 O 1.98195 0.68868 0.29025
5 N -0.66000 0.89718 -0.13664
6 O -1.52194 0.76534 -1.05663
7 H -1.64026 -1.74252 0.84802
8 H -1.28513 -1.33881 -0.70316
9 H 0.00027 -0.26170 1.68131
10 H 0.94141 -0.24232 -1.27727
11 H 2.47432 1.21136 -0.35399
12 H -0.09753 1.77097 0.15914

=====

# 5
The following is a quantum chemistry calculation of an isolated ion of composition C2H6N2O2P and charge -1, from OMol25.

Results
- LUMO (eV) = 4.03
- ΔE to the lowest compared entry with this formula, charge and spin (kJ/mol) = 111.6
- electronic energy (Eh) = -681.24023
- net charge = -1
- gap between HOMO and LUMO (eV) = 8.758

Geometry (Å):
1 C 0.32414 0.37086 -0.09823
2 C 0.45078 -0.74875 0.97033
3 N -0.67706 1.26724 0.15882
4 N 1.39113 -1.77608 0.71253
5 O -1.86198 0.82580 -2.19427
6 O -2.94468 2.54817 -0.62481
7 P -1.76352 1.58721 -0.92314
8 H 1.27402 0.80877 -0.14814
9 H 0.19461 -0.29467 -1.08451
10 H 0.85796 -0.09105 1.84385
11 H -0.55286 -1.11748 1.09948
12 H 2.23353 -1.25877 0.45568
13 H 1.07392 -2.12126 -0.16758

=====

# 6
The following is a quantum chemistry calculation of one molecule with the formula C2H6N2O2S, from OMol25.

Results
- SMILES = CS/C(=N\O)NO
- LUMO (eV) = 0.71
- ΔE to the lowest compared entry with this formula, charge and spin (kJ/mol) = 399.8
- electronic energy (Eh) = -737.85081
- gap between HOMO and LUMO (eV) = 9.630

Geometry (Å):
1 C -0.66030 1.09911 -1.43428
2 S -1.22152 -0.42945 -0.66223
3 C 0.16970 -0.73879 0.40113
4 N 1.36843 -0.79919 0.06110
5 O 1.49419 -0.45285 -1.28896
6 N -0.20300 -1.07740 1.72807
7 O -0.81971 0.00671 2.40215
8 H -1.30684 1.29383 -2.27230
9 H 0.33478 0.99871 -1.82801
10 H -0.73438 1.95907 -0.77296
11 H 2.38843 -0.26749 -1.41936
12 H 0.72234 -1.19644 2.23779
13 H -1.53211 -0.39582 2.84786

=====

# 7
The following is a quantum chemistry calculation of a 2-piece molecular cluster, C2H6N2O2S overall, from OMol25.

Results
- LUMO (eV) = 0.78
- ΔE to the lowest compared entry with this formula, charge and spin (kJ/mol) = 240.7
- electronic energy (Eh) = -737.91137
- gap between HOMO and LUMO (eV) = 10.315

Geometry (Å):
1 C -1.45036 -0.66663 0.44226
2 C -1.49617 -1.27286 -0.84583
3 N -1.50587 -0.23907 1.50196
4 N 1.43184 1.35224 1.34558
5 O 1.07789 -0.56704 -0.41212
6 O 1.13156 1.94465 -0.90721
7 S 0.52781 1.06473 0.06915
8 H -2.34670 -1.73714 -1.16746
9 H -0.71675 -2.02161 -0.89855
10 H -1.20909 -0.41554 -1.54080
11 H 1.25174 -0.47652 -1.32967
12 H 2.09424 2.15316 1.52570
13 H 1.20986 0.88162 2.21698

=====

# 8
The following is a quantum chemistry calculation of a 2-piece molecular cluster, C2H6N2O3 overall, from OMol25.

Results
- SMILES = NC(=O)O.C=NO
- LUMO (eV) = 0.74
- ΔE to the lowest compared entry with this formula, charge and spin (kJ/mol) = 226.1
- electronic energy (Eh) = -415.00952
- gap between HOMO and LUMO (eV) = 10.896

Geometry (Å):
1 N 0.71447 0.01643 1.30472
2 C 1.24178 1.01120 0.58629
3 O 0.88991 1.33780 -0.53110
4 O 2.27381 1.61792 1.21854
5 H 1.10815 -0.19300 2.20469
6 H -0.11349 -0.50572 0.94604
7 H 2.60430 2.33643 0.66152
8 C -1.27272 -0.48382 -1.81674
9 N -1.89354 -1.33265 -1.13768
10 O -1.51686 -1.39913 0.25661
11 H -1.49605 -0.48389 -2.87054
12 H -0.49208 0.20907 -1.42609
13 H -2.04768 -2.13063 0.60376

=====

# 9
The following is a quantum chemistry calculation of a 2-piece molecular cluster, C2H6N2O3 overall, from OMol25.

Results
- LUMO (alpha / beta) (eV) = 0.77 / 0.67
- ΔE to the lowest compared entry with this formula, charge and spin (kJ/mol) = 657.6
- electronic energy (Eh) = -414.84517
- gap between HOMO and LUMO (alpha / beta) (eV) = 8.283 / 8.816

Geometry (Å):
1 C -0.30157 -0.15866 -0.13257
2 C 0.85917 -1.03456 -1.98046
3 N 0.88442 -0.22444 -0.76305
4 N -0.19454 0.93120 1.88614
5 O -1.36246 -0.49152 -0.50240
6 O -0.74779 -0.03771 2.77487
7 O -1.12637 1.91750 1.63416
8 H 1.46503 -0.43727 -2.65618
9 H 1.39751 -1.91413 -1.78435
10 H -0.23087 -1.15607 -2.17025
11 H 1.67824 -0.11023 -0.25134
12 H -1.72028 0.14144 2.82586
13 H -0.60049 2.57444 1.11957

=====

# 10
The following is a quantum chemistry calculation of a 2-piece molecular cluster, C2H6N2O3 overall, from OMol25.

Results
- SMILES = NC(=O)O.NC=O
- LUMO (eV) = 0.34
- ΔE to the lowest compared entry with this formula, charge and spin (kJ/mol) = 57.8
- electronic energy (Eh) = -415.07360
- gap between HOMO and LUMO (eV) = 9.901

Geometry (Å):
1 N -0.70446 -1.20713 2.00713
2 C -0.15301 -1.36057 0.77699
3 O -0.77278 -1.75019 -0.18235
4 O 1.12206 -0.89353 0.67382
5 H -1.70728 -1.26143 2.06709
6 H -0.24725 -0.76263 2.78468
7 H 1.63630 -1.19278 1.43450
8 N -0.33977 0.90258 -1.53836
9 C 0.62903 1.84263 -1.63634
10 O 1.81273 1.69170 -1.46420
11 H -1.22974 1.15612 -1.92509
12 H -0.26523 0.00418 -1.07945
13 H 0.21939 2.83104 -1.91841

=====

# 11
The following is a quantum chemistry calculation of a 2-piece molecular cluster, C2H6N2O3 overall, from OMol25.

Results
- LUMO (eV) = 0.53
- ΔE to the lowest compared entry with this formula, charge and spin (kJ/mol) = 516.0
- electronic energy (Eh) = -414.89909
- gap between HOMO and LUMO (eV) = 8.947

Geometry (Å):
1 C -1.01755 0.68434 -0.44742
2 C 0.33104 0.20431 -0.06666
3 N 1.30505 -1.75197 0.66882
4 O -1.61754 1.32232 0.67351
5 O -1.05627 1.51354 -1.57288
6 O 1.50127 0.76815 -0.32954
7 N 0.17419 -1.08917 0.12558
8 H -2.56676 1.16978 0.59707
9 H -0.62130 2.34967 -1.33180
10 H 2.18265 0.08508 -0.16721
11 H -1.12337 -0.79385 -0.23543
12 H 1.25285 -1.73238 1.68756
13 H 1.25574 -2.72983 0.39841

=====

# 12
The following is a quantum chemistry calculation of one molecule with the formula C2H6N2O3, from OMol25.

Results
- multiplicity = 3
- LUMO (alpha / beta) (eV) = 0.17 / -3.75
- ΔE to the lowest compared entry with this formula, charge and spin (kJ/mol) = 449.5
- electronic energy (Eh) = -414.72572
- <S²> = 2.008
- gap between HOMO and LUMO (alpha / beta) (eV) = 5.454 / 5.272

Geometry (Å):
1 C -1.88799 0.22303 -0.24907
2 C 0.65164 -0.34936 0.51509
3 N -0.52078 0.52033 -0.42640
4 N 1.95289 0.26192 0.10922
5 O 2.27103 1.34201 0.44976
6 O 2.61093 -0.43805 -0.63514
7 O 0.63056 -1.64290 0.22917
8 H -2.28703 -0.49929 -1.11468
9 H -2.18469 -0.22580 0.76147
10 H -2.39270 1.20400 -0.37517
11 H 0.50961 -0.07124 1.49639
12 H -0.40068 1.56479 -0.16488
13 H 1.04721 -1.88944 -0.59579

=====

# 13
The following is a quantum chemistry calculation of an isolated ion of composition C2H6N2O3P and charge -1, from OMol25.

Results
- SMILES = C/N=C(\N)[P@@](=O)([O-])O
- LUMO (eV) = 3.83
- ΔE to the lowest compared entry with this formula, charge and spin (kJ/mol) = 222.9
- electronic energy (Eh) = -756.48966
- net charge = -1
- gap between HOMO and LUMO (eV) = 8.575

Geometry (Å):
1 C -2.20898 0.27641 0.70203
2 N -0.75534 0.20822 0.81839
3 C 0.03809 -0.23953 -0.04927
4 N -0.45918 -0.54087 -1.78021
5 P 1.89230 0.11454 0.01076
6 O 2.85572 -0.76064 -0.70162
7 O 1.86437 1.56869 -0.17837
8 O 2.03484 -0.25714 1.60911
9 H -2.57800 -0.33235 -0.13981
10 H -2.74979 0.03529 1.62434
11 H -2.51264 1.39204 0.63774
12 H 0.50818 -0.82893 -2.06510
13 H -0.53264 0.44374 -2.22499
14 H 2.60306 -1.07945 1.73700

=====

# 14
The following is a quantum chemistry calculation of a 2-piece molecular cluster, C2H6N2O4 overall, from OMol25.

Results
- multiplicity = 2
- LUMO (alpha / beta) (eV) = -7.81 / -11.02
- ΔE to the lowest compared entry with this formula, charge and spin (kJ/mol) = 36.3
- electronic energy (Eh) = -489.65640
- net charge = +1
- <S²> = 0.760
- gap between HOMO and LUMO (alpha / beta) (eV) = 6.752 / 3.538

Geometry (Å):
1 C -0.28594 -0.98407 2.17729
2 N 0.21849 -1.70472 1.00953
3 O -0.42479 -1.75057 -0.00407
4 O 1.34785 -2.18285 1.15860
5 H -1.06021 -0.28833 1.85395
6 H 0.46450 -0.47436 2.78156
7 H -0.80886 -1.65394 2.85989
8 C 0.54400 0.82851 -1.60116
9 N -0.51893 1.82463 -1.75392
10 O -1.66988 1.41364 -1.83159
11 O -0.19897 3.02186 -1.94814
12 H 0.51042 0.51978 -0.55634
13 H 1.53155 1.27671 -1.71055
14 H 0.35077 0.15371 -2.43506

=====

# 15
The following is a quantum chemistry calculation of an isolated ion of composition C2H6N2OP and charge -1, from OMol25.

Results
- LUMO (alpha / beta) (eV) = 3.73 / 4.22
- ΔE to the lowest compared entry with this formula, charge and spin (kJ/mol) = 293.8
- electronic energy (Eh) = -605.78456
- net charge = -1
- gap between HOMO and LUMO (alpha / beta) (eV) = 5.000 / 6.210

Geometry (Å):
1 C -0.12587 0.33829 0.28680
2 C -0.23488 0.00896 -1.25951
3 N 0.20089 -0.78861 1.15716
4 N 1.08647 -0.02183 -1.85154
5 O 1.25924 -0.83249 -2.83021
6 P 1.85054 -1.39060 1.06216
7 H 0.64746 0.98183 0.56411
8 H -1.05857 0.77069 0.55718
9 H -0.76037 -0.85160 -1.68229
10 H -0.66845 0.93044 -1.74958
11 H -0.48724 -1.56470 0.91566
12 H 1.57589 -2.61980 0.23787

=====

# 16
The following is a quantum chemistry calculation of one molecule with the formula C2H6N2OS, from OMol25.

Results
- SMILES = C/C(=N/O)NS
- LUMO (eV) = 0.81
- ΔE to the lowest compared entry with this formula, charge and spin (kJ/mol) = 261.2
- electronic energy (Eh) = -662.66739
- gap between HOMO and LUMO (eV) = 9.555

Geometry (Å):
1 C 1.52049 0.22960 0.88108
2 C 0.28473 -0.19532 0.12470
3 N 0.47187 -0.90494 -0.91736
4 O -0.72507 -1.25796 -1.51932
5 N -0.98116 0.30980 0.52827
6 S -1.93142 1.37943 -0.41770
7 H 1.56278 -0.15072 1.89061
8 H 1.47380 1.32967 0.91453
9 H 2.39294 -0.06374 0.36659
10 H -0.44941 -1.76599 -2.30975
11 H -0.98409 0.64793 1.50369
12 H -2.63547 0.44225 -1.04536

=====

# 17
The following is a quantum chemistry calculation of one molecule with the formula C2H6N2OS, from OMol25.

Results
- SMILES = [H]/N=C(/NO)SC
- LUMO (eV) = 0.54
- ΔE to the lowest compared entry with this formula, charge and spin (kJ/mol) = 437.0
- electronic energy (Eh) = -662.60043
- gap between HOMO and LUMO (eV) = 9.759

Geometry (Å):
1 H 0.18363 1.39611 -0.41245
2 N -0.71715 0.98526 -0.41667
3 C -0.52268 -0.31984 -0.30384
4 N -1.65654 -1.16577 -0.03508
5 O -2.88908 -0.39228 -0.02410
6 S 1.08957 -1.20932 -0.40148
7 C 2.06081 0.16703 0.21130
8 H -1.70152 -1.65543 0.84150
9 H -2.52657 0.53009 -0.53042
10 H 2.55760 0.82741 -0.59331
11 H 1.12082 0.93130 0.63205
12 H 3.00112 -0.09457 1.03249

=====

# 18
The following is a quantum chemistry calculation of one molecule with the formula C2H6N2S, from OMol25.

Results
- SMILES = CS/C=N/N
- LUMO (eV) = 0.83
- ΔE to the lowest compared entry with this formula, charge and spin (kJ/mol) = 431.5
- electronic energy (Eh) = -587.33967
- gap between HOMO and LUMO (eV) = 9.026

Geometry (Å):
1 C -1.60382 0.95202 -0.04385
2 S -1.86774 -0.84882 -0.21753
3 C -0.16105 -0.92282 0.05146
4 N 0.72836 0.03996 -0.18646
5 N 2.07856 -0.20185 -0.28328
6 H -2.60974 1.33501 -0.65458
7 H -1.54869 1.05733 1.17112
8 H -0.52609 1.44488 -0.50296
9 H 0.37379 -1.99471 0.54138
10 H 2.49714 -1.30255 -0.18751
11 H 2.63929 0.44155 0.31221

=====

# 19
The following is a quantum chemistry calculation of one molecule with the formula C2H6N2S, from OMol25.

Results
- SMILES = CS/C=N/N
- LUMO (eV) = 0.92
- ΔE to the lowest compared entry with this formula, charge and spin (kJ/mol) = 312.8
- electronic energy (Eh) = -587.38487
- gap between HOMO and LUMO (eV) = 9.132

Geometry (Å):
1 C 0.05657 -1.91041 -0.24086
2 S -1.38389 -1.22083 0.41266
3 C -0.73971 0.44955 0.79186
4 N 0.19879 0.71087 -0.02022
5 N 0.71921 2.01288 -0.10504
6 H 0.00755 -3.00975 0.30033
7 H 0.14123 -1.81959 -1.46227
8 H 1.01100 -1.40201 0.23004
9 H -1.19691 1.37692 1.47264
10 H -0.02971 2.73717 -0.28846
11 H 1.21589 2.07519 -1.09068

=====

# 20
The following is a quantum chemistry calculation of one molecule with the formula C2H6N2S, from OMol25.

Results
- SMILES = [H]/N=C(/N)SC
- LUMO (eV) = 0.74
- ΔE to the lowest compared entry with this formula, charge and spin (kJ/mol) = 19.4
- electronic energy (Eh) = -587.49663
- gap between HOMO and LUMO (eV) = 10.014

Geometry (Å):
1 H -1.27548 -0.52097 -0.84207
2 N -1.53463 0.29932 -0.28150
3 C -0.45316 0.77933 0.16083
4 N -0.50765 2.00214 0.89859
5 S 1.21037 0.22896 -0.01146
6 C 0.94819 -1.45143 -0.62266
7 H -1.48405 2.25039 1.12490
8 H 0.13120 1.93518 1.70283
9 H 0.68164 -1.54705 -1.67882
10 H 0.35854 -2.00508 0.12233
11 H 1.92503 -1.97080 -0.57298